Formula: C12H14ClN3O
Source: the OMol25 dataset
Level of theory: ωB97M-V with the def2-TZVPD basis set

Each line ends with the natural charge from an NBO analysis.
Element x y z (Å)
C1 0.18346 3.75270 -4.43788  -0.5764
C2 -0.47666 3.80751 -3.18718  -0.4417
C3 0.39227 3.17451 -2.17210  -0.1573
N1 -0.09243 3.40995 -0.70076  -0.6427
H1 0.78044 3.22170 0.06914  0.3717
C4 -1.35891 2.66082 -0.26601  -0.3016
C5 -1.31097 1.18458 -0.24498  0.3652
N2 -1.57680 0.32904 -1.42648  -0.2672
N3 -1.18707 -0.93596 -1.09324  -0.2868
C6 -0.54883 -0.72565 0.03639  0.4629
C7 -0.03090 -2.05749 0.60195  -0.0675
C8 0.97536 -1.92050 1.75189  0.0772
C9 1.63563 -2.78395 2.46505  -0.1938
C10 1.11091 -4.18015 1.83668  -0.1387
C11 0.46967 -4.30718 0.76102  -0.2496
C12 -0.29798 -3.20339 0.32401  -0.1919
H2 -0.85010 -3.12959 -0.52733  0.2460
H3 0.08373 -5.26530 0.49930  0.2220
H4 1.61753 -5.00328 2.20175  0.1986
H5 1.99622 -2.80983 3.27858  0.1869
Cl1 1.39080 -0.26926 2.45506  -0.1058
O1 -0.66390 0.36156 0.53078  -0.3504
H6 -2.22293 2.89684 -1.14192  0.2393
H7 -1.82860 2.87075 0.70437  0.2327
H8 0.74553 1.90147 -2.42813  0.1651
H9 1.38845 3.65465 -2.10322  0.1934
H10 -1.28643 3.18718 -3.07785  0.2031
H11 -0.79169 4.62401 -2.96973  0.1967
H12 -0.45410 4.06581 -5.10463  0.2057
H13 0.51677 2.75466 -4.69127  0.2063
H14 1.15577 4.26576 -4.49594  0.1984

Kohn-Sham gap ... 9.500 eV
E_tot ... -31700.579 eV
Energy above the lowest of the compared OMol25 structures with the same formula, charge and spin ... 10.3107 eV



Formula: C12H14ClNO3P
Source: the OMol25 dataset
Level of theory: ωB97M-V with the def2-TZVPD basis set

Each line ends with the natural charge from an NBO analysis.
Element x y z (Å)
O1 3.65816 3.20565 -1.54666  -0.9614
P1 2.29776 2.41921 -1.37253  2.1537
O2 2.22126 1.47683 0.13165  -0.9380
O3 2.01810 1.23893 -2.66946  -0.9408
C1 0.74200 3.57532 -1.30498  -0.8058
C2 -0.56344 2.53139 -1.35134  0.2933
C3 -1.16750 1.92624 0.06682  -0.2305
C4 -2.42575 0.86173 -0.01866  0.0611
Cl1 -3.07279 0.16413 1.57164  0.1245
C5 -2.97990 0.49988 -1.53087  -0.2340
C6 -2.27857 1.17809 -2.88739  0.0901
N1 -1.12139 2.15512 -2.73844  -0.5581
H1 2.25064 0.50226 -0.16995  0.5196
H2 1.46758 1.67454 -3.38438  0.4862
H3 0.62817 4.25669 -2.24961  0.2859
H4 0.64684 4.16541 -0.29670  0.3165
H5 -0.62982 2.26868 1.05144  0.3049
H6 -3.84797 -0.27243 -1.67192  0.2965
H7 -2.64492 0.90771 -3.98512  0.2913
H8 -0.62281 2.59027 -3.56789  0.4503
C7 1.18127 -3.69941 1.29407  -0.2127
C8 0.35963 -2.60368 1.03129  -0.2191
C9 -0.37332 -2.01738 2.06273  -0.2311
C10 -0.27684 -2.52126 3.36015  -0.2115
C11 0.54774 -3.61467 3.62358  -0.1996
C12 1.27353 -4.20677 2.59033  -0.2004
H9 1.74971 -4.15820 0.48931  0.2192
H10 0.28981 -2.20681 0.02158  0.1963
H11 -1.01861 -1.16783 1.85638  0.1898
H12 -0.84418 -2.06142 4.16501  0.2155
H13 0.62407 -4.00619 4.63503  0.2238
H14 1.91156 -5.06202 2.79489  0.2243

Kohn-Sham gap ... 5.770 eV
E_tot ... -42101.385 eV
Energy above the lowest of the compared OMol25 structures with the same formula, charge and spin ... 4.6508 eV
Total charge ... +1



Formula: C12H14FFeIN2
Source: the OMol25 dataset
Level of theory: ωB97M-V with the def2-TZVPD basis set

Each line ends with the natural charge from an NBO analysis.
Element x y z (Å)
C1 -2.74917 -1.63754 2.29272  -0.6717
C2 -2.66662 -0.12758 2.59634  -0.6372
H1 -3.12675 -1.79823 1.25815  0.2302
H2 -3.51103 -2.08629 2.95790  0.2120
H3 -1.80324 -2.18623 2.39789  0.2193
H4 -2.60172 0.54429 1.72199  0.1841
H5 -3.60407 0.14002 3.11100  0.2173
H6 -1.86010 0.09253 3.30436  0.2187
C3 0.31700 -1.45231 -2.78454  0.0789
C4 0.68114 -1.26291 -4.11790  -0.2446
C5 0.80051 0.05466 -4.56777  -0.1496
C6 0.63272 1.09511 -3.66029  -0.2199
H7 0.13246 -2.45645 -2.41104  0.2214
H8 0.83483 -2.14776 -4.74230  0.2349
H9 1.01862 0.26873 -5.60402  0.2253
H10 0.74528 2.13786 -3.94170  0.2158
N1 0.12707 -0.45456 -1.89602  -0.4866
C7 0.33764 0.81204 -2.31617  0.1550
C8 0.26844 1.85929 -1.30284  0.1828
N2 -0.22701 1.50591 -0.09082  -0.5160
C9 -0.08631 2.37591 0.93388  0.0729
C10 0.97384 4.01568 -0.48077  -0.1449
C11 0.51119 3.62990 0.78364  -0.2456
H11 -0.37566 2.02071 1.91452  0.2273
H12 0.60988 4.30299 1.63418  0.2331
C12 0.80859 3.12969 -1.53826  -0.2197
H13 1.10949 3.38452 -2.55178  0.2203
H14 1.42657 4.98911 -0.66516  0.2285
Fe1 -0.88181 -0.53650 0.25101  1.4208
I1 -2.78119 -1.54569 -1.14499  -0.6639
F1 0.29044 -0.73596 1.66015  -0.7991

Kohn-Sham gap (spin up / spin down) ... 7.287 / 7.225 eV
E_tot ... -60858.843 eV
2S+1 ... 5
Energy above the lowest of the compared OMol25 structures with the same formula, charge and spin ... 0.0000 eV



Formula: C12H14FIMgN2
Source: the OMol25 dataset
Level of theory: ωB97M-V with the def2-TZVPD basis set

Each line ends with the natural charge from an NBO analysis.
Element x y z (Å)
C1 1.61435 -1.00446 -1.09090  -0.7547
C2 0.22744 -1.70557 1.33444  -0.9691
H1 1.41925 -1.68942 -1.92313  0.2018
H2 2.20923 -1.56165 -0.32839  0.2038
H3 2.27439 -0.18965 -1.49364  0.2004
H4 -0.46685 -1.86619 2.17149  0.1912
H5 0.48262 -2.69521 0.93093  0.2061
H6 1.22908 -1.30432 1.77408  0.2107
C3 -0.03876 1.69739 -2.66571  0.0775
C4 -0.46501 2.57027 -3.67039  -0.2480
C5 -1.55343 3.38792 -3.41004  -0.1504
C6 -2.17426 3.26728 -2.14803  -0.2177
H7 0.80032 0.99278 -2.87858  0.2061
H8 0.05515 2.61013 -4.61752  0.2302
H9 -1.92614 4.09424 -4.13940  0.2265
H10 -3.03571 3.87479 -1.91184  0.2190
N1 -0.53561 1.63245 -1.45239  -0.5053
C7 -1.64859 2.36493 -1.18454  0.1763
C8 -2.26031 2.15826 0.16410  0.1815
N2 -1.66980 1.22717 0.94948  -0.5021
C9 -2.23708 0.92875 2.09999  0.0778
C10 -3.91637 2.62683 1.90992  -0.1537
C11 -3.33223 1.60770 2.64521  -0.2445
H11 -1.77818 0.08454 2.65892  0.2118
H12 -3.69580 1.35228 3.63020  0.2293
C12 -3.38313 2.89712 0.63158  -0.2172
H13 -3.80497 3.68402 0.02835  0.2171
H14 -4.74886 3.20508 2.28947  0.2263
Mg1 0.34990 0.33613 0.25174  1.7732
I1 -1.43213 -1.74857 -0.90250  -0.3765
F1 1.45485 1.55755 1.09249  -0.9276

Kohn-Sham gap (spin up / spin down) ... 7.433 / 5.757 eV
E_tot ... -31913.758 eV
Energy above the lowest of the compared OMol25 structures with the same formula, charge and spin ... 4.8356 eV



Formula: C12H14N2
Source: the OMol25 dataset
Level of theory: ωB97M-V with the def2-TZVPD basis set

Each line ends with the natural charge from an NBO analysis.
Element x y z (Å)
N1 1.17437 2.67437 -0.17195  -0.6136
N2 1.32366 1.29700 0.02540  -0.2873
C1 2.60624 0.69506 0.20803  -0.2200
C2 2.49403 -0.81858 -0.04798  -0.4157
C3 1.08232 -1.08524 -0.49151  -0.2431
C4 0.37553 -2.01794 0.41801  -0.4250
C5 -1.06418 -2.05818 0.05700  -0.2309
C6 -1.80843 -0.87462 -0.01996  -0.0177
C7 -3.27160 -0.85932 -0.13441  -0.1919
C8 -3.85138 0.35326 -0.14879  -0.2106
C9 -3.16977 1.54444 0.14634  -0.2728
C10 -1.78979 1.55188 0.27085  -0.1248
C11 -1.01302 0.35905 -0.00185  -0.2242
C12 0.33800 0.37378 -0.15180  0.3031
H1 1.64509 2.97640 -1.03513  0.3414
H2 1.79633 3.06790 0.58228  0.3482
H3 3.30580 0.88133 1.12290  0.1950
H4 3.25643 1.08580 -0.62579  0.1711
H5 3.32876 -1.16538 -0.72467  0.2207
H6 2.74598 -1.40164 0.85716  0.2088
H7 1.00197 -1.52815 -1.41902  0.2208
H8 0.52559 -1.56017 1.41698  0.2053
H9 0.90050 -3.04987 0.33958  0.2097
H10 -1.61560 -3.03650 0.26946  0.2002
H11 -3.76437 -1.82053 -0.13538  0.2154
H12 -4.88657 0.36637 -0.36875  0.2050
H13 -3.64118 2.50047 0.14374  0.2132
H14 -1.29946 2.46712 0.63190  0.2197

Kohn-Sham gap (spin up / spin down) ... 6.644 / 6.646 eV
E_tot ... -15647.540 eV
Structure (SMILES) ... NN1CC[C@H]2CC=c3ccccc3=C21
Energy above the lowest of the compared OMol25 structures with the same formula, charge and spin ... 4.4799 eV



Formula: C12H14N2Pt
Source: the OMol25 dataset
Level of theory: ωB97M-V with the def2-TZVPD basis set

Each line ends with the natural charge from an NBO analysis.
Element x y z (Å)
Pt1 -0.07597 -0.52191 0.19403  0.5891
C1 -2.40007 -3.17386 -1.89995  -0.7445
C2 -2.35885 -2.02097 -1.04147  0.4222
C3 -1.58915 -2.04815 0.21314  -0.3592
C4 -1.83528 -1.06047 1.20968  -0.2786
C5 -2.45122 0.13669 0.76956  0.0470
C6 -3.17268 0.19721 -0.49284  -0.1112
C7 -3.14450 -0.84355 -1.35390  -0.1900
H1 -3.45792 -3.53753 -1.87277  0.3875
H2 -1.74181 -3.99352 -1.62683  0.2922
H3 -2.32184 -2.89663 -2.96460  0.3443
H4 -1.19798 -3.01500 0.51450  0.3058
H5 -1.63919 -1.24401 2.26151  0.3193
H6 -2.46620 1.00019 1.42841  0.2887
H7 -3.75517 1.08566 -0.71447  0.3041
H8 -3.70753 -0.81329 -2.28102  0.3008
N1 2.55816 0.28556 2.25311  -0.4409
C8 2.63726 1.06280 1.24464  0.4788
C9 3.80323 2.00130 1.15684  0.0996
C10 3.90384 2.88131 0.11098  -0.2177
C11 2.88111 2.82692 -0.82735  0.1810
C12 1.74270 1.86057 -0.70237  0.2096
N2 1.61237 1.01148 0.26234  -0.4870
H9 3.26632 0.26860 3.00150  0.5028
H10 1.76819 -0.36460 2.36462  0.4803
H11 4.55275 1.95793 1.94939  0.3172
H12 4.73349 3.57947 0.01780  0.3506
H13 2.87269 3.49053 -1.69472  0.3217
H14 0.98325 1.88729 -1.47975  0.2865

Kohn-Sham gap (spin up / spin down) ... 4.360 / 4.348 eV
E_tot ... -18845.428 eV
Total charge ... +4